# 1
15
Properties=species:S:1:pos:R:3 method="wB97M-V/def2-TZVPD" homo_ha=-0.345 gap_ev=9.50 e_above_lowest_kcal_mol=168.7 spin_multiplicity=1
C 2.2371 -0.1118 0.8831
C 0.8009 -0.6030 0.7296
C -0.3712 0.3398 0.5714
H 2.3078 0.7706 1.4606
H 2.7469 -0.4225 -0.3736
H 2.8672 -0.8528 1.7153
H 0.7435 -1.3874 -0.0197
H -1.0403 -0.7492 2.1055
H -0.0315 0.8669 2.3865
H -1.2203 1.5372 -0.5698
H -2.1225 -0.2939 -2.6325
N -0.7182 1.0942 1.5456
N -0.8342 0.6206 -0.7268
O 0.4022 -1.1539 2.0462
S -0.7876 0.0005 -2.4549

=====

# 2
15
Properties=species:S:1:pos:R:3 method="wB97M-V/def2-TZVPD" homo_ha=-0.333 gap_ev=9.57 e_above_lowest_kcal_mol=118.2 spin_multiplicity=1
C -1.3403 2.1064 0.1326
N -1.3746 0.6272 0.0963
C -0.3044 -0.0493 -0.1169
N -0.4511 -1.4035 -0.0427
O -1.8483 -1.9014 0.0670
S 1.2467 0.5601 -0.2808
C 2.6135 -0.5325 0.3417
H -0.7769 2.5119 1.0169
H -0.9969 2.6788 -0.8839
H -2.3977 2.1976 0.3484
H -0.2508 -1.9227 -0.8755
H -2.3406 -0.9178 0.2077
H 3.3333 -1.2512 -0.3992
H 2.0132 -1.1547 1.0762
H 3.2223 0.3943 0.9477

=====

# 3
15
Properties=species:S:1:pos:R:3 method="wB97M-V/def2-TZVPD" homo_ha=-0.318 gap_ev=9.28 e_above_lowest_kcal_mol=84.1 spin_multiplicity=1
C 0.6819 -2.0580 0.9613
N 0.5280 -1.0488 -0.1086
C -0.6557 -0.2993 -0.3327
N -1.6355 -0.6701 0.3847
O -2.6782 0.2513 0.3999
S -0.4553 1.0902 -1.4425
C 0.7032 2.3003 -0.7185
H -0.1644 -2.8758 1.0485
H 0.7068 -1.4717 1.9885
H 1.7839 -2.4664 0.9039
H 0.9196 -1.3995 -1.0494
H -2.4721 1.0451 -0.1287
H 1.6578 1.7965 -0.5125
H 0.8209 3.0961 -1.4848
H 0.2592 2.7101 0.0909

=====

# 4
15
Properties=species:S:1:pos:R:3 method="wB97M-V/def2-TZVPD" homo_ha="-0.519 / -0.514" charge=+1 gap_ev="10.08 / 4.81" s2=0.753 e_above_lowest_kcal_mol=11.1 spin_multiplicity=2
N -1.7009 -0.4645 0.5730
C -0.2709 -0.2451 0.2757
C 0.0746 0.4001 -1.0664
S 0.3137 -0.8694 -2.3224
C 0.4194 0.5221 1.3992
N 0.3610 -0.0353 2.6279
O 0.8881 1.6127 1.1573
H -2.0282 0.3318 1.1125
H -2.2327 -0.4224 -0.2952
H 0.1441 -1.2616 0.2475
H 1.0681 0.8804 -1.0124
H -0.6706 1.1040 -1.4540
H 0.1539 -0.0939 -3.4182
H -0.1340 -0.9146 2.6486
H 0.2259 0.6131 3.3975

=====

# 5
16
Properties=species:S:1:pos:R:3 method="wB97M-V/def2-TZVPD" homo_ha=-0.306 gap_ev=9.10 e_above_lowest_kcal_mol=40.9 spin_multiplicity=1
C 1.8586 1.9114 -0.3182
O 1.4333 0.8586 0.5484
C 0.4280 0.0711 0.0367
N 0.5813 -1.1365 -0.2909
S 2.1971 -1.7280 -0.2442
N -0.7832 0.7378 -0.0530
S -2.1797 0.0270 -0.6932
C -2.5535 -1.2729 0.5150
H 2.2715 1.5005 -1.2390
H 2.6405 2.4615 0.2117
H 1.0306 2.6180 -0.5297
H 1.9089 -2.8701 -0.8377
H -0.9148 1.4612 0.6322
H -3.4424 -1.7726 0.1602
H -1.7348 -2.0061 0.5697
H -2.7415 -0.8611 1.5320

=====

# 6
15
Properties=species:S:1:pos:R:3 method="wB97M-V/def2-TZVPD" homo_ha="-0.266 / -0.303" gap_ev="8.06 / 6.32" s2=2.008 e_above_lowest_kcal_mol=0.0 spin_multiplicity=3
C -0.0380 0.1818 -0.8775
C 1.2820 2.2183 -0.3223
C -1.1336 -1.4584 0.6011
N 1.1809 0.8240 -0.3194
N -1.0440 -0.1932 0.0502
O 1.9898 0.0108 0.3075
Se 0.2112 -1.9850 2.0894
H -0.4546 1.0435 -1.4821
H 0.1634 -0.6239 -1.6739
H 2.2775 2.5401 0.0655
H 0.6269 2.7383 -1.0184
H -1.9686 -1.6621 1.2815
H -1.0214 -2.2230 -0.0934
H 1.4846 -1.4029 1.2997
H -1.2772 0.4764 0.7471

=====

# 7
14
Properties=species:S:1:pos:R:3 method="wB97M-V/def2-TZVPD" homo_ha=-0.309 gap_ev=9.30 e_above_lowest_kcal_mol=69.5 spin_multiplicity=1
C 0.2968 0.0027 1.6634
N 0.1177 1.3216 0.9274
N 0.5854 1.3961 -0.3374
C 0.1362 0.6106 -1.1999
C -0.9428 -0.5411 -1.2641
S -0.1072 -2.0794 -1.4796
H 1.3175 -0.1763 1.6411
H -0.3708 -0.8885 1.3723
H 0.1492 0.4562 2.6686
H 0.5154 2.0391 1.4777
H 0.5956 0.7604 -2.2486
H -1.6350 -0.5521 -0.3966
H -1.5266 -0.4959 -2.2335
H 0.8686 -1.8534 -0.5909

=====

# 8
14
Properties=species:S:1:pos:R:3 method="wB97M-V/def2-TZVPD" homo_ha=-0.325 gap_ev=9.21 e_above_lowest_kcal_mol=126.5 spin_multiplicity=1
C 1.3384 -1.2149 -1.1996
C 1.0981 0.3741 -1.2393
C -0.8971 -0.0351 0.5272
H 0.2551 -1.6780 -1.5296
H 1.5939 -1.1997 0.1231
H 2.2912 -1.4337 -2.0112
H 0.2471 0.6254 -1.9288
H 2.0052 1.0997 -1.3866
H -0.6955 0.7345 2.3736
H -1.7021 -0.9566 2.1265
H -0.9539 -0.9589 -1.2557
N -1.4792 0.2655 1.6289
N -1.3688 -0.9806 -0.2634
S 0.4787 0.8768 0.3375

=====

# 9
14
Properties=species:S:1:pos:R:3 method="wB97M-V/def2-TZVPD" homo_ha=-0.315 gap_ev=9.27 e_above_lowest_kcal_mol=87.3 spin_multiplicity=1
C -1.9143 0.6186 -1.3921
N -1.2531 1.5014 -0.6477
C -0.2983 1.0337 0.0624
N 0.1889 -0.3170 0.1406
C 0.6379 -1.0698 -1.0097
S 1.3042 -0.6294 1.4327
H -2.9959 0.6661 -1.0436
H -2.0767 1.0507 -2.5644
H -1.6490 -0.4750 -1.0238
H 0.1680 1.5332 0.8340
H 1.6907 -1.3031 -0.9867
H 0.2170 -2.0442 -1.0875
H 0.4356 -0.2807 -1.8254
H 0.2413 -0.8622 2.3610

=====

# 10
15
Properties=species:S:1:pos:R:3 method="wB97M-V/def2-TZVPD" homo_ha=-0.338 gap_ev=9.89 e_above_lowest_kcal_mol=27.7 spin_multiplicity=1
C 1.5244 -2.4986 -0.0162
N 1.6949 -1.0485 -0.1450
C 0.7065 -0.3184 0.2204
C 0.7646 1.1685 0.0387
S -0.0392 1.7427 -1.5048
N -0.4797 -0.8222 0.7401
S -1.8796 0.0684 1.2104
H 1.4586 -2.8126 1.0396
H 0.6814 -2.7889 -0.5612
H 2.4182 -2.9887 -0.4106
H 0.2046 1.6370 0.8172
H 1.8475 1.4618 -0.0141
H 0.6745 0.8868 -2.3678
H -0.7245 -1.7897 0.5502
H -2.3391 0.4020 0.0335

=====

# 11
14
Properties=species:S:1:pos:R:3 method="wB97M-V/def2-TZVPD" homo_ha=-0.460 charge=+1 gap_ev=8.64 e_above_lowest_kcal_mol=161.3 spin_multiplicity=1
C 1.8148 -0.4353 0.3439
C 0.6556 -0.0964 -0.2674
C -0.8324 1.3470 -0.0788
N 1.8967 -1.4629 -0.6247
N 0.6009 -1.2125 -1.0875
N -1.7841 0.6962 0.7494
H 2.5349 -0.3425 1.0918
H -0.2109 2.1040 0.3835
H -1.3502 1.5269 -0.9592
H 2.0075 -2.5009 -0.2898
H 0.3767 -1.2458 -2.0870
H -1.8954 -0.0796 0.1098
H -2.5333 1.3335 1.0369
H -1.2809 0.3684 1.6790

=====

# 12
14
Properties=species:S:1:pos:R:3 method="wB97M-V/def2-TZVPD" homo_ha=-0.526 charge=+1 gap_ev=10.62 e_above_lowest_kcal_mol=110.5 spin_multiplicity=1
C -1.5842 -0.3045 0.9735
C -0.3147 -1.2753 -0.5397
C 1.0033 1.0378 -0.8513
N -1.6065 -1.1683 0.0234
N -0.2889 0.1911 1.1280
N 0.5770 -0.0631 0.0668
H -2.3663 -0.0197 1.7376
H 0.2051 -2.0662 -0.1417
H -0.5186 -1.1043 -1.6592
H 0.1789 1.5722 -1.0586
H 1.6634 1.9175 -0.4057
H 1.5629 0.5940 -1.6736
H 0.1422 1.1459 1.8812
H 1.3465 -0.4571 0.5193